Record 1
Computed, not measured: a 2-piece molecular cluster, C9H17ClSi overall in a non-equilibrium geometry, with the ωB97M-V functional and the def2-TZVPD basis.

The value obtained for the LUMO energy (spin up / spin down) is -0.1 / -0.1 eV. For the energy above the lowest of the compared OMol25 structures with the same formula, charge and spin, the calculation gives 196.26 kJ/mol. As for the total energy: -1102.60559 hartree. As for the HOMO-LUMO gap (spin up / spin down): 7.945 / 7.946 eV.

The geometry in XYZ format:
```
28
Properties=species:S:1:pos:R:3:forces:R:3:nbo_charge:R:1
C -0.010 -2.170 2.085 0.082 -0.809 1.028 -0.214
C -0.300 -1.697 1.032 -0.761 0.989 0.172 -0.094
C 2.680 -0.887 0.565 0.740 -1.209 -3.471 -0.609
C 2.977 1.239 -0.742 1.256 1.021 -0.352 -0.606
C -2.140 1.628 -1.153 -0.673 -0.051 0.254 -1.118
C -3.562 -0.100 0.966 0.035 1.971 -1.154 -1.079
C 1.076 -0.210 -1.182 -4.354 -1.102 -0.971 -0.148
C 1.996 0.273 -0.195 -0.600 -1.869 1.712 -0.346
C -0.870 -0.939 0.009 2.696 -0.810 -2.787 -0.564
Si -1.846 0.558 0.393 -1.798 1.483 0.631 1.400
Cl -1.750 -2.111 -1.080 0.258 0.678 -0.093 -0.056
H 0.026 -2.655 3.019 0.396 -0.188 0.357 0.235
H 3.288 -1.419 -0.226 0.842 1.155 0.739 0.195
H 3.203 -0.664 1.455 0.684 0.412 0.690 0.218
H 2.131 -1.790 0.668 -1.625 -0.078 0.983 0.240
H 3.278 1.730 0.151 0.814 1.145 0.490 0.220
H 3.901 0.920 -1.257 -0.517 -0.911 0.515 0.220
H 2.611 1.953 -1.461 -0.788 0.487 0.060 0.214
H -2.791 0.930 -1.802 1.028 1.688 0.408 0.249
H -2.530 2.676 -0.959 -0.574 -1.596 0.084 0.256
H -1.200 1.968 -1.581 0.257 -0.847 -0.586 0.235
H -4.400 0.626 0.917 0.714 0.097 -0.047 0.237
H -3.763 -0.754 0.153 -0.413 -0.950 -0.778 0.233
H -3.746 -0.631 1.852 0.449 -0.813 1.366 0.242
H 1.250 -1.054 -1.816 0.336 -0.824 0.040 0.193
H 0.418 0.469 -1.745 0.665 0.188 0.434 0.201
H 1.274 0.675 0.522 0.595 1.105 0.282 0.226
H -1.203 1.437 1.410 0.256 -0.360 -0.007 -0.181
```
Positions in Å, forces in eV/Å.

***

Record 2
Computed, not measured: C9H17FI3P as an isolated structure in a non-equilibrium geometry, with the ωB97M-V functional and the def2-TZVPD basis.

The value obtained for the LUMO energy is -0.1 eV. As for the total energy: -1687.16803 hartree. As for the HOMO-LUMO gap: 8.456 eV.

The geometry in XYZ format:
```
31
Properties=species:S:1:pos:R:3:forces:R:3:nbo_charge:R:1
C -1.043 -3.148 -0.240 -0.433 -0.420 -0.269 -0.686
C -1.810 -2.309 -1.439 1.506 3.828 -0.182 -0.197
I -3.370 -3.416 -2.547 1.272 0.742 0.997 0.136
C -1.500 -0.884 -1.751 -1.786 -5.846 0.183 -0.509
I -2.636 0.164 -3.349 0.982 -0.696 1.315 0.129
P -0.160 0.152 -0.828 -0.517 1.173 0.987 0.994
C -1.490 0.699 0.462 -2.194 0.095 0.133 -0.750
C -1.314 0.001 1.936 0.650 1.262 0.179 0.212
C -0.616 1.001 3.069 0.395 -0.876 -0.903 -0.660
F -2.665 -0.373 2.427 2.835 0.402 -1.031 -0.389
C 1.104 1.210 0.142 1.900 1.228 0.729 -0.808
C 2.330 1.826 -0.755 1.487 -1.342 2.058 -0.316
C 3.260 0.675 -1.510 1.036 0.995 0.056 -0.673
I 1.700 3.454 -2.127 0.263 -1.010 0.719 0.072
H 0.124 -3.186 -0.383 -2.332 0.223 0.124 0.230
H -1.434 -4.260 -0.244 0.788 2.337 -0.076 0.249
H -1.285 -2.710 0.818 0.374 -0.698 -2.112 0.233
H 0.688 -0.989 -0.594 -0.666 0.209 -0.323 -0.017
H 0.030 0.879 -2.062 0.009 -0.211 0.628 0.006
H -2.535 0.372 -0.012 2.199 0.578 1.359 0.274
H -1.536 1.872 0.548 0.299 -2.317 -0.110 0.249
H -0.571 -0.908 1.820 -2.125 1.309 0.520 0.172
H 0.558 0.912 2.898 -2.554 0.193 0.552 0.219
H -0.894 2.126 2.906 0.237 -2.260 0.491 0.224
H -0.892 0.575 4.125 0.517 1.062 -2.043 0.243
H 0.624 2.102 0.733 0.899 -1.627 -1.229 0.231
H 1.582 0.496 0.971 -0.724 1.476 -1.719 0.217
H 3.070 2.358 0.016 -1.741 -0.964 -1.859 0.230
H 4.359 1.140 -1.534 -2.385 -1.066 -0.125 0.228
H 2.959 0.483 -2.625 0.370 0.165 2.305 0.234
H 3.362 -0.318 -0.872 -0.562 2.053 -1.354 0.223
```
Positions in Å, forces in eV/Å.

***

Record 3
Computed, not measured: C9H17LiN6OS as an isolated structure in a non-equilibrium geometry, with the ωB97M-V functional and the def2-TZVPD basis.

The value obtained for the LUMO energy is -0.2 eV. For the energy above the lowest of the compared OMol25 structures with the same formula, charge and spin, the calculation gives 128.86 kJ/mol. As for the total energy: -1162.72872 hartree. As for the HOMO-LUMO gap: 7.015 eV.

The geometry in XYZ format:
```
35
Properties=species:S:1:pos:R:3:forces:R:3:nbo_charge:R:1
Li 0.960 -2.247 1.400 -0.672 -0.378 -0.741 0.910
N -0.818 -3.327 1.526 0.192 0.110 0.079 -1.121
H -0.971 -3.426 2.524 -0.016 -0.037 0.043 0.386
H -0.928 -4.248 1.121 0.028 -0.041 -0.034 0.382
H -1.560 -2.740 1.165 -0.063 0.032 -0.046 0.384
C -1.517 0.454 -4.636 0.162 0.208 0.130 -0.610
C -0.511 1.032 -3.645 -0.255 0.087 -0.329 -0.222
N -0.475 0.257 -2.419 -0.006 0.004 0.134 -0.589
C -0.677 0.665 -1.153 0.041 -0.133 -0.083 0.343
S -0.056 -0.226 0.118 0.257 -0.221 0.547 -0.394
N -1.361 1.792 -0.858 0.135 0.018 0.062 -0.605
C -2.530 2.332 -1.526 -0.109 0.335 -0.299 -0.219
C -2.370 3.819 -1.821 -0.113 -0.284 -0.050 -0.609
H -1.516 1.042 -5.549 -0.007 0.029 -0.170 0.220
H -2.523 0.460 -4.224 -0.094 -0.031 0.036 0.206
H -1.254 -0.571 -4.883 -0.013 -0.117 -0.062 0.213
H -0.749 2.068 -3.410 0.102 -0.030 0.016 0.205
H 0.489 1.013 -4.096 -0.102 0.094 0.137 0.207
H 0.046 -0.607 -2.483 -0.126 0.101 0.211 0.416
H -1.316 2.007 0.130 0.060 -0.173 -0.148 0.416
H -3.402 2.192 -0.874 0.114 -0.115 -0.146 0.202
H -2.708 1.776 -2.445 -0.054 -0.020 0.096 0.201
H -2.205 4.373 -0.901 0.006 0.098 0.077 0.214
H -3.274 4.187 -2.296 -0.119 0.168 -0.035 0.218
H -1.530 4.003 -2.486 0.104 0.017 -0.050 0.208
N 2.757 -0.096 3.726 -0.088 -0.082 -0.047 -0.818
C 2.766 -1.444 3.504 -0.264 0.421 -0.279 0.679
O 2.053 -1.882 2.552 0.732 0.182 0.789 -0.885
C 3.571 -2.243 4.328 -0.293 0.242 -0.366 -0.562
C 3.674 -3.619 4.130 -0.085 -0.638 -0.195 0.318
N 3.752 -4.758 3.974 -0.002 -0.260 -0.080 -0.397
C 4.228 -1.650 5.403 0.318 0.248 0.609 0.299
N 4.716 -1.101 6.293 0.147 0.163 0.143 -0.399
H 3.184 0.269 4.559 -0.005 0.078 -0.002 0.409
H 2.052 0.445 3.253 0.087 -0.075 0.054 0.396
```
Positions in Å, forces in eV/Å.

***

Record 4
Computed, not measured: an isolated ion of composition C9H17N2 and charge +1 in a non-equilibrium geometry, with the ωB97M-V functional and the def2-TZVPD basis.

The value obtained for the LUMO energy is -3.0 eV. For the energy above the lowest of the compared OMol25 structures with the same formula, charge and spin, the calculation gives 193.86 kJ/mol. As for the total energy: -462.34927 hartree. As for the total charge: +1. As for the SMILES: CCc1c(CC)[n+](C)cn1C. As for the HOMO-LUMO gap: 9.565 eV.

The geometry in XYZ format:
```
28
Properties=species:S:1:pos:R:3:forces:R:3:nbo_charge:R:1
C -0.427 0.368 -1.865 -0.288 -1.086 -0.775 0.179
C 0.770 0.345 0.029 -4.946 -3.155 0.727 0.180
C -0.620 -0.280 0.220 2.755 1.910 1.166 0.214
C 2.600 -1.089 1.064 1.730 0.690 -1.142 -0.609
C -2.290 0.390 1.968 3.606 0.327 0.426 -0.592
C 1.954 0.929 -2.181 0.460 3.247 4.707 -0.396
C -2.608 -0.276 -1.328 -4.559 -0.437 0.492 -0.428
C 1.890 0.328 0.990 2.295 0.352 0.904 -0.485
C -1.224 -0.660 1.525 0.888 0.038 1.738 -0.467
N 0.766 0.536 -1.301 1.784 1.373 -2.231 -0.274
N -1.302 -0.113 -0.937 4.736 1.460 -1.583 -0.297
H -0.610 0.253 -2.963 0.237 0.593 1.316 0.244
H 3.742 -1.001 0.741 -2.555 -0.302 0.331 0.229
H 2.018 -1.733 0.380 0.767 -0.197 0.486 0.213
H 2.658 -1.497 2.076 -0.402 0.075 -0.194 0.234
H -1.689 1.282 1.863 -0.670 1.051 -0.204 0.207
H -2.461 0.336 3.022 -0.764 -0.421 0.465 0.239
H -3.112 0.348 1.316 -1.263 0.174 -0.424 0.206
H 2.910 0.934 -1.548 -1.544 -0.314 -0.876 0.239
H 2.043 0.319 -2.964 0.206 -2.712 -2.905 0.220
H 1.847 1.968 -2.539 -0.269 -0.503 0.278 0.237
H -3.052 -0.905 -0.545 -0.397 -0.042 -0.581 0.232
H -3.225 0.674 -1.353 1.015 -0.801 0.229 0.240
H -2.761 -0.737 -2.315 0.513 -0.054 0.443 0.243
H 2.707 1.090 0.737 -1.436 -0.803 0.202 0.248
H 1.590 0.568 2.037 -0.268 0.140 -1.020 0.258
H -1.799 -1.558 1.617 0.291 -1.221 -0.850 0.245
H -0.315 -0.818 2.254 -1.922 0.621 -1.124 0.240
```
Positions in Å, forces in eV/Å.